Record 1
Density functional theory data (ωB97M-V with the def2-TZVPD basis set) for a structure of composition C3H9N2.

Properties
Charge: +1
Kohn-Sham gap, hartree: 0.3792
Strongest force on any atom, eV Å⁻¹: 6.1
Energy above the lowest of the compared OMol25 structures with the same formula, charge and spin, kcal per mole: 111.1
HOMO, eV: -16.3

```
14
Properties=species:S:1:pos:R:3:forces:R:3:mulliken_charge:R:1
H -2.08251 -0.78334 0.23560 0.9 1.7 0.0 0.36
C 0.43400 0.08426 1.20910 -1.6 0.1 5.0 -0.97
H 1.52219 -1.36815 -0.50408 -0.8 1.6 -0.7 0.29
H -0.02715 -0.74100 1.89993 0.9 1.6 -0.9 0.35
H 1.47854 0.04037 1.26548 1.5 -0.8 -0.5 0.42
H 1.50564 1.27764 -0.49581 2.2 1.2 2.5 0.26
H -1.88416 0.04052 -1.27534 0.8 0.9 1.3 0.30
N -0.14224 -0.07090 -0.03646 2.3 1.6 -3.7 0.17
H 0.40800 -0.96248 -1.87699 -0.8 -0.8 -0.9 0.30
H 0.28395 1.09749 1.63382 -0.8 -0.6 0.0 0.39
H -1.76121 1.01747 0.28195 -1.3 3.0 1.4 0.31
C 0.79780 -0.60394 -0.97054 1.9 -1.3 0.1 -0.17
C -1.54974 0.15912 -0.19394 -1.0 -5.4 -2.8 -0.74
N 1.01687 0.81294 -1.17270 -4.1 -2.7 -0.7 -0.26
```
Positions in Å, forces in eV/Å.

***

Record 2
Density functional theory data (ωB97M-V with the def2-TZVPD basis set) for a structure of composition C50H57Br6N11O4.

Properties
Charge: -1
Kohn-Sham gap (alpha / beta), hartree: 0.0641 / 0.2159
Strongest force on any atom, eV Å⁻¹: 7.4
Multiplicity: 2
Expectation value of S²: 0.766
HOMO (alpha / beta), eV: -0.7 / -4.8

```
128
Properties=species:S:1:pos:R:3:forces:R:3:mulliken_spin:R:1
H -1.18782 -1.25840 0.30971 0.5 -0.3 -0.4 0.00
H -5.60300 -0.42503 -0.03264 0.1 0.1 0.1 0.00
Br -1.83972 -2.54439 -7.41894 -0.1 -0.1 0.3 0.00
H 1.12835 -4.41305 0.38705 0.0 0.3 0.1 0.00
C 3.83876 5.66122 -1.87813 -0.9 0.0 -0.5 0.00
C -1.77714 5.61309 1.87071 -1.3 0.6 0.0 0.00
C -3.01742 2.00043 5.82088 0.2 0.0 -0.3 0.00
C -0.34981 0.34460 -0.96152 -0.1 -0.9 1.2 0.00
Br 1.20700 -2.59609 -6.48465 -1.1 0.6 0.4 0.00
C 2.64632 0.51589 2.46004 2.9 -1.3 1.9 0.00
H -2.79094 3.80938 1.24257 -0.7 0.0 -0.3 0.00
O 1.53389 -8.20322 -6.65570 2.6 -2.9 -3.4 0.20
H 0.57971 -3.98975 -3.01220 -0.4 0.0 0.0 -0.05
H -4.00281 2.05622 7.80000 0.0 -0.1 -0.1 0.00
C -4.06118 5.63558 1.62478 0.4 -0.5 0.9 0.00
H -3.99794 -2.20335 1.83466 0.1 -0.2 0.4 0.00
C -5.57509 2.27247 1.84619 -0.7 1.2 0.9 0.00
H -3.77200 1.00407 1.57289 -0.1 0.0 -0.4 0.00
Br -0.26393 3.72143 -4.25575 0.8 0.8 -1.1 0.00
H 3.45919 -7.11909 -5.43382 -0.2 -0.3 -0.1 0.04
H 4.91875 3.06274 -6.68974 -0.2 -0.1 0.0 0.00
C 2.03793 -3.93975 0.72623 -0.1 -0.2 1.7 0.00
C -0.14368 -2.68014 4.73240 -0.3 1.1 0.8 0.00
N -3.63107 6.80804 2.17337 -0.2 0.8 -0.8 0.00
H 1.40892 -1.98726 1.60421 0.2 0.1 -0.1 0.00
O -0.35832 -7.86226 -5.66635 -3.6 -1.1 -0.1 0.18
H -7.80205 2.70397 1.70283 0.2 0.0 0.0 0.00
C -3.15649 -2.78045 1.48066 0.4 -1.0 -0.6 0.00
H 5.82760 5.25371 -1.23806 -0.3 -0.2 0.1 0.00
H 2.55652 -0.05447 -4.71639 -0.1 -0.1 -0.6 0.01
H 4.43527 -5.34833 -3.88118 0.4 -0.8 -0.5 -0.01
C -0.80669 -0.24968 0.24955 -0.4 0.1 -1.2 0.00
C -1.21087 -1.82747 5.00581 1.7 0.1 -0.4 0.00
C 3.49417 1.73327 -4.05089 0.0 -0.7 -1.7 0.00
C 0.68258 4.51929 -5.83524 -0.1 0.0 0.2 0.00
C -1.60466 -3.76574 0.13803 0.4 -1.3 3.2 -0.01
C -1.28353 -4.10029 1.55721 -2.0 2.0 -3.7 0.00
Br 1.59062 6.28192 -5.52273 -0.8 -1.2 0.0 0.00
H 5.93821 0.51663 2.04105 0.0 0.5 -0.7 0.00
H 0.88200 -2.46924 4.46803 -0.2 0.0 -0.4 0.00
C -0.95630 0.50964 1.39458 0.7 1.5 -1.5 0.00
H 3.60065 1.06846 0.57553 0.7 -0.1 -0.1 0.00
H 1.64766 5.27377 -1.93970 0.2 0.2 -0.3 0.00
C 4.32481 2.43514 -6.04185 -0.5 -0.8 -0.6 0.00
N 4.20211 2.70824 -4.73136 0.1 0.3 3.3 0.00
H -5.86112 0.73502 6.60253 0.4 0.1 0.2 0.00
N 4.68721 0.12234 3.55914 -3.3 -0.2 -0.3 0.00
C -2.26747 6.85354 2.21297 0.1 0.2 1.0 0.00
H 2.88071 -0.23036 4.57955 -0.3 0.0 -0.1 0.00
C -1.73302 -3.84677 5.76429 -0.3 -1.4 0.3 0.00
N -4.95313 0.96702 6.22592 0.2 -0.2 -2.0 0.00
C 2.78731 -6.46007 -4.90405 1.8 0.1 -0.2 0.12
C -2.21858 -2.57959 5.62937 -0.3 0.7 0.2 0.00
O 0.45955 -0.03239 -3.15121 -0.4 -0.7 0.7 0.00
O -0.88494 -1.52644 -2.26728 0.9 0.8 -0.3 0.00
H -3.44990 -2.78541 -0.70661 0.3 0.3 0.0 0.00
C 4.27484 3.97697 -0.58495 0.0 -2.4 1.5 0.00
H -4.24536 7.58127 2.38515 0.3 -0.1 -0.2 0.00
H -2.95005 1.55971 3.66286 -0.1 -0.4 0.0 0.00
H 3.33532 1.64517 -2.98627 0.2 0.6 -0.1 0.00
H -0.90569 -2.04807 -5.09545 0.1 -0.3 -0.3 0.00
C 4.18334 -3.65401 1.33920 -0.2 -0.2 -1.1 0.00
C -2.82428 -3.03525 0.13753 0.7 -0.2 1.8 0.00
C -2.94275 4.83911 1.53070 1.1 -0.3 -0.5 0.00
H 4.91451 3.32495 -0.00868 -0.2 -0.1 0.1 0.00
C 3.59738 1.26696 -6.25615 0.3 0.1 -0.6 0.00
H -3.13803 -2.11829 5.95830 -0.1 -0.5 0.1 0.00
H 1.48273 3.83496 -6.11731 -0.1 0.1 0.3 0.00
H -2.10816 2.56663 5.95891 -0.1 0.0 0.1 0.00
H -5.12397 5.51202 1.47779 0.2 -0.4 -0.1 0.00
C 2.59833 -4.51412 -3.45189 -0.9 -1.3 -0.2 0.24
C -0.60710 -1.83713 -6.12231 1.1 0.1 -0.5 0.01
C 0.62615 -5.64944 -4.36178 -0.8 -0.1 0.9 0.12
H -0.75572 2.45343 2.23524 -0.1 0.5 0.0 0.00
H 5.26223 -3.61739 1.37153 0.0 -0.4 0.1 0.00
N -2.24954 -3.45119 2.29644 0.4 -0.4 -1.0 0.00
Br -0.59130 0.10772 -6.26066 0.1 -0.2 0.0 0.00
H 1.58522 0.66809 2.32855 0.2 -0.2 -0.2 0.00
C 2.64044 4.98993 -1.62312 -0.1 1.6 -0.9 0.00
C 4.89314 0.55032 2.31141 3.7 -0.1 -1.5 0.00
C 1.19801 -4.67430 -3.57388 0.9 0.4 0.1 -0.06
N -0.49296 -3.89701 5.21919 0.9 -0.2 -0.5 0.00
H 0.45344 2.01616 -1.89495 0.2 0.3 0.0 0.00
H 3.96192 -1.60656 1.84014 -0.3 -0.2 0.0 0.00
H -0.50906 -4.69069 2.02414 -0.1 0.2 -0.2 0.00
H -1.83541 7.75667 2.61804 0.4 -0.2 -0.2 0.00
H 3.57284 -5.58875 0.47372 -0.2 0.1 0.0 0.00
H -2.27270 -3.64272 3.28784 -0.5 0.7 0.0 0.00
N 3.52032 -2.47156 1.56289 -0.7 -1.5 0.6 0.00
C -0.69202 1.91553 1.30089 0.7 -1.3 0.6 0.00
C -0.13494 2.51237 0.15823 -0.6 -2.1 0.8 0.00
H -1.20170 -0.04715 2.28687 -0.3 0.5 0.3 0.00
H -5.19211 3.11199 2.40738 0.0 -0.2 0.2 0.00
H 4.71242 3.32464 -4.11515 0.2 0.5 -0.9 0.00
C 3.77321 0.72591 1.58512 -2.2 1.1 -0.3 0.00
H -7.78420 0.59015 0.45406 0.2 0.2 -0.2 0.00
C 2.17763 -2.71172 1.37917 -0.2 0.1 -1.7 0.00
H -1.14457 -0.75539 4.89336 -0.4 -0.1 -0.2 0.00
H -2.07664 -4.77446 6.19756 -0.5 0.3 0.0 0.00
C 0.03960 1.66466 -0.96136 0.1 0.7 -0.6 0.00
N -0.21476 -0.50166 -2.24905 -0.8 0.9 1.1 0.00
H -0.74399 5.29892 1.85326 -0.1 0.0 0.0 0.00
C -4.81493 1.18877 1.36178 -0.6 0.2 -0.8 0.00
N 4.85478 4.98221 -1.23544 -1.0 1.5 -1.1 0.00
H -1.04545 -4.10439 -0.72162 0.0 0.0 0.1 0.01
C 3.29315 0.03416 3.61709 -1.2 0.7 1.6 0.00
C 1.40265 -6.56612 -5.08667 -0.4 -0.8 -0.8 0.03
H 3.01522 -3.80269 -2.75441 0.1 0.1 -0.1 0.03
H -0.43703 -5.80369 -4.25106 -0.2 0.0 -0.5 0.03
N -6.93703 1.05956 0.74052 -0.6 -3.8 -2.8 0.00
H 5.38548 -0.05419 4.26721 -0.5 -0.1 -0.2 0.00
C -3.96125 1.74913 6.76541 -0.4 -0.2 0.8 0.00
N 0.80634 -7.61734 -5.91557 1.7 5.4 4.7 0.19
H 3.41663 0.75889 -7.19188 0.2 0.2 0.0 0.00
C 3.12143 0.81681 -5.01329 -0.4 0.2 1.3 0.00
Br -0.52287 4.57125 -7.37024 0.4 0.2 0.6 0.00
H 0.11796 -4.69975 5.16947 -0.3 0.1 0.1 0.00
C -5.68480 0.47269 0.56217 -0.7 0.0 1.0 0.00
C 3.38517 -5.50690 -4.07746 -1.2 1.3 0.1 -0.06
C 3.27954 -4.61000 0.82363 1.6 1.7 0.2 0.00
C -4.65241 0.76423 4.86234 0.7 0.7 0.7 0.00
H -5.31461 0.28855 4.15409 -0.1 -0.1 0.3 0.00
H 3.99030 6.53554 -2.49376 0.2 -0.1 0.1 0.00
C -3.44656 1.39644 4.60796 -0.7 0.0 0.3 0.00
C 2.89469 3.91735 -0.79935 2.4 -0.7 1.0 0.00
C -6.91864 2.12761 1.47089 2.1 2.3 2.0 0.00
H 2.25929 3.17074 -0.34631 0.0 0.2 -0.2 0.00
H 0.25218 3.51485 0.26575 -0.3 0.1 -0.6 0.00
```
Positions in Å, forces in eV/Å.